# C80H194N12O23

A 13-piece molecular cluster, C80H194N12O23 overall at a distorted geometry (ωB97M-V/def2-TZVPD, the OMol25 dataset).

Geometry as XYZ:
```
309
Properties=species:S:1:pos:R:3:mulliken_charge:R:1
C -0.271 -1.738 2.038 -0.399
C 1.035 -1.491 1.302 2.920
C 0.814 -1.627 -0.251 -1.691
C 0.139 -0.486 -0.935 0.780
C 0.958 0.864 -0.551 -0.692
C 1.098 1.080 1.013 2.415
N 1.687 -0.170 1.595 0.447
O 2.018 0.080 2.948 0.864
C 2.133 2.239 1.144 -1.340
C -0.279 1.565 1.571 1.259
C 2.064 -2.595 1.629 -1.827
H -1.129 -1.163 1.687 -0.479
H -0.207 -1.688 3.125 -0.743
H -0.625 -2.763 1.921 0.135
H 1.746 -1.866 -0.764 0.366
H 0.096 -2.414 -0.479 0.341
H -0.850 -0.315 -0.508 -0.879
H 0.146 -0.629 -2.015 0.344
H 0.439 1.682 -1.051 0.412
H 1.960 0.814 -0.976 -0.480
H 2.215 2.593 2.172 0.446
H 3.119 1.915 0.811 -0.717
H 1.910 3.125 0.549 0.032
H -0.012 1.699 2.619 -0.188
H -0.568 2.537 1.170 -0.325
H -1.081 0.835 1.457 -1.215
H 1.657 -3.605 1.583 0.503
H 2.486 -2.374 2.609 -0.750
H 2.979 -2.539 1.040 0.550
H 2.974 0.002 2.972 -0.415
C 3.812 3.571 -1.770 -1.715
C 4.353 4.211 -3.057 2.216
C 5.777 4.605 -2.655 -1.443
C 6.566 5.107 -3.887 -0.829
C 6.745 3.950 -4.929 -1.199
C 5.360 3.306 -5.293 1.753
N 4.424 3.200 -4.148 0.152
O 3.175 2.653 -4.514 1.275
C 4.754 4.150 -6.406 -1.972
C 5.612 1.867 -5.882 -1.932
C 3.500 5.451 -3.405 -1.857
H 3.979 4.254 -0.937 0.815
H 4.278 2.625 -1.492 -0.074
H 2.733 3.423 -1.823 -0.177
H 5.766 5.308 -1.822 0.574
H 6.295 3.704 -2.324 0.206
H 7.516 5.473 -3.497 0.449
H 6.050 5.908 -4.416 0.386
H 7.433 3.184 -4.572 0.457
H 7.192 4.435 -5.797 0.357
H 4.602 5.203 -6.168 0.369
H 5.501 4.202 -7.199 0.532
H 3.851 3.761 -6.878 0.333
H 6.199 1.245 -5.207 0.300
H 4.745 1.337 -6.276 0.209
H 6.290 2.020 -6.722 0.524
H 3.441 6.167 -2.586 0.428
H 2.494 5.125 -3.667 0.036
H 3.818 6.051 -4.259 0.373
H 2.826 3.397 -5.011 -0.329
C -1.830 3.646 4.556 -0.615
C -0.456 3.651 5.213 1.005
O -0.763 4.004 6.552 -0.654
H -1.675 3.375 3.512 -0.216
H -2.252 4.651 4.520 0.444
H -2.421 2.879 5.057 0.342
H 0.118 4.473 4.785 -0.278
H 0.023 2.680 5.090 -0.365
H 0.061 4.069 7.040 0.382
C -8.947 -2.266 0.696 -0.432
O -7.822 -3.084 1.027 -0.475
C -6.643 -2.333 1.213 -0.352
C -5.579 -3.256 1.805 0.422
N -5.363 -4.486 1.052 -0.152
C -4.739 -4.233 -0.271 -0.995
C -3.302 -3.688 -0.122 0.886
O -2.713 -3.438 -1.385 -0.499
C -3.368 -2.472 -2.189 -0.983
H -9.894 -2.804 0.645 0.373
H -8.818 -1.692 -0.221 -0.034
H -9.064 -1.549 1.509 0.260
H -6.759 -1.424 1.803 0.343
H -6.283 -1.968 0.251 0.007
H -5.840 -3.501 2.834 0.383
H -4.693 -2.650 1.993 -0.938
H -6.300 -4.745 0.778 0.468
H -5.438 -3.605 -0.822 0.524
H -4.745 -5.150 -0.860 0.292
H -2.637 -4.340 0.446 0.126
H -3.313 -2.738 0.411 -0.380
H -3.702 -1.511 -1.798 0.348
H -4.222 -2.882 -2.729 0.492
H -2.619 -2.256 -2.950 0.273
C -3.479 0.038 3.224 0.128
O -4.734 0.383 2.693 0.185
C -5.127 1.645 3.213 -0.511
C -6.618 1.967 2.835 -1.333
N -6.798 2.122 1.398 0.990
C -8.187 1.961 1.113 -0.734
C -8.499 1.770 -0.335 -0.881
O -7.870 0.627 -0.817 0.161
C -8.323 0.234 -2.118 -0.912
H -2.668 0.755 3.095 -0.053
H -3.223 -0.829 2.615 -0.458
H -3.596 -0.224 4.275 0.491
H -4.407 2.365 2.824 0.057
H -4.858 1.779 4.261 0.487
H -6.825 2.949 3.259 0.537
H -7.361 1.365 3.359 0.376
H -6.263 1.492 0.818 -0.505
H -8.693 2.840 1.512 0.368
H -8.658 1.080 1.551 0.163
H -8.198 2.618 -0.950 0.252
H -9.562 1.786 -0.574 0.606
H -7.947 -0.759 -2.364 0.349
H -7.913 0.970 -2.810 -0.024
H -9.400 0.129 -2.248 0.410
C -3.650 -11.369 3.840 -0.695
O -4.158 -10.273 3.104 -0.366
C -3.357 -9.107 3.239 -0.598
C -4.094 -7.779 2.825 -0.528
N -3.247 -6.612 2.594 -0.172
C -2.578 -6.280 3.874 -0.925
C -1.775 -4.959 3.742 -0.250
O -2.526 -3.769 3.621 0.723
C -3.438 -3.546 4.705 -1.110
H -4.229 -12.205 3.448 0.269
H -3.726 -11.173 4.910 0.280
H -2.647 -11.541 3.448 0.304
H -2.529 -9.314 2.561 0.346
H -2.925 -8.978 4.231 0.361
H -4.825 -7.572 3.607 0.288
H -4.591 -7.971 1.875 0.427
H -3.781 -5.773 2.413 0.030
H -1.811 -6.994 4.177 0.456
H -3.338 -6.198 4.650 0.440
H -1.124 -5.003 2.869 0.259
H -1.158 -4.848 4.634 -0.064
H -4.278 -4.212 4.505 0.326
H -3.827 -2.529 4.756 0.087
H -3.009 -3.874 5.652 0.325
C -3.733 1.400 -0.624 -0.145
O -3.665 1.763 -1.957 0.588
C -4.958 2.034 -2.467 -0.669
C -4.792 2.210 -4.004 -0.809
N -5.995 1.956 -4.828 -0.360
C -7.007 2.979 -4.605 -0.228
C -8.151 2.726 -5.529 -0.824
O -7.816 2.833 -6.915 -0.345
C -8.794 2.292 -7.757 -0.762
H -2.743 1.028 -0.359 -0.527
H -4.483 0.638 -0.413 -0.124
H -3.852 2.251 0.046 0.342
H -5.369 2.951 -2.046 0.239
H -5.712 1.291 -2.205 0.139
H -4.019 1.536 -4.373 0.317
H -4.513 3.258 -4.115 0.367
H -5.699 2.098 -5.783 0.310
H -6.657 4.011 -4.625 0.564
H -7.397 2.844 -3.596 -0.065
H -8.901 3.436 -5.178 0.404
H -8.669 1.794 -5.302 0.339
H -8.509 2.586 -8.767 0.259
H -9.749 2.779 -7.557 0.303
H -8.734 1.205 -7.707 0.321
C 5.348 -6.491 6.136 -0.595
O 4.035 -5.893 6.045 -0.421
C 4.054 -4.626 5.362 -0.492
C 2.757 -3.842 5.349 0.417
N 2.378 -3.685 6.715 -0.440
C 1.010 -3.060 6.804 -0.363
C 0.917 -1.657 6.201 0.695
O -0.330 -1.120 6.553 -0.440
C -0.575 0.206 6.015 -0.473
H 6.063 -5.816 6.605 0.312
H 5.742 -6.681 5.138 0.152
H 5.267 -7.466 6.618 0.294
H 4.384 -4.616 4.323 0.077
H 4.813 -3.976 5.799 0.432
H 2.047 -4.357 4.702 0.082
H 2.874 -2.828 4.967 -0.317
H 2.429 -4.649 7.011 0.409
H 0.650 -3.039 7.833 0.427
H 0.175 -3.573 6.327 -0.175
H 1.023 -1.756 5.121 -0.749
H 1.771 -1.078 6.553 0.388
H -1.326 0.734 6.603 0.412
H -0.828 0.216 4.955 -0.059
H 0.337 0.802 6.041 0.372
C 0.980 7.292 4.723 -0.981
O 0.367 6.582 3.621 -0.110
C 0.703 7.043 2.332 -0.960
C 0.038 6.088 1.378 -0.108
N -1.386 6.185 1.469 -0.295
C -2.107 5.202 0.746 0.404
C -3.590 5.644 0.727 -0.987
O -4.170 5.328 2.025 -0.168
C -5.531 5.625 2.018 -0.876
H 0.769 8.361 4.772 0.388
H 2.068 7.232 4.733 0.309
H 0.638 6.932 5.693 0.276
H 1.768 6.992 2.107 0.345
H 0.381 8.076 2.201 0.427
H 0.398 5.067 1.504 0.013
H 0.386 6.457 0.413 0.463
H -1.668 6.016 2.424 0.234
H -2.085 4.164 1.078 -0.541
H -1.689 5.155 -0.259 0.508
H -4.144 5.127 -0.057 0.355
H -3.756 6.719 0.654 0.487
H -5.773 6.617 1.637 0.372
H -5.977 5.591 3.012 0.308
H -6.144 4.903 1.477 0.204
C 3.910 4.883 3.859 -0.655
O 4.780 3.864 3.315 -0.384
C 4.784 2.719 4.198 -0.481
C 5.645 1.525 3.731 -0.928
N 4.984 0.802 2.663 0.735
C 5.791 -0.253 2.019 -0.068
C 5.737 -1.630 2.788 0.192
O 6.888 -2.282 2.344 -0.296
C 7.250 -3.350 3.115 -0.389
H 3.955 5.762 3.217 0.280
H 4.197 5.208 4.859 0.412
H 2.869 4.569 3.779 0.123
H 3.751 2.399 4.338 0.124
H 5.210 3.016 5.156 0.566
H 5.806 0.867 4.585 0.466
H 6.607 1.958 3.454 0.334
H 4.562 1.429 1.993 -0.251
H 6.817 0.115 1.996 0.364
H 5.432 -0.450 1.009 -0.502
H 4.773 -2.125 2.668 -0.206
H 5.736 -1.367 3.846 0.355
H 7.621 -2.994 4.077 0.318
H 7.997 -3.980 2.632 0.277
H 6.424 -4.047 3.253 -0.137
C 7.467 -1.138 -0.700 -0.663
O 6.879 0.097 -1.070 -0.339
C 6.346 0.248 -2.383 0.418
C 5.019 -0.383 -2.408 0.187
N 4.358 -0.214 -3.716 -0.284
C 2.984 -0.694 -3.668 0.025
C 2.343 -0.642 -5.094 -0.451
O 1.109 -1.224 -5.002 -0.232
C 0.226 -1.211 -6.098 -0.797
H 7.912 -1.138 0.295 0.163
H 8.245 -1.437 -1.403 0.430
H 6.686 -1.894 -0.621 0.265
H 7.107 -0.143 -3.059 0.437
H 6.265 1.306 -2.633 -0.845
H 4.414 0.152 -1.676 -0.365
H 5.013 -1.439 -2.138 0.689
H 4.429 0.762 -3.964 -0.321
H 2.239 -0.285 -2.986 -0.605
H 2.976 -1.739 -3.356 0.613
H 3.083 -1.102 -5.749 0.519
H 2.129 0.365 -5.452 -0.117
H -0.015 -0.167 -6.303 0.235
H -0.728 -1.728 -6.003 0.232
H 0.759 -1.629 -6.953 0.345
C -0.888 1.415 -3.509 1.131
O -0.858 2.401 -4.532 -0.503
C -0.598 3.692 -3.981 0.507
C -0.356 4.682 -5.106 -1.716
N 0.924 4.559 -5.792 0.207
C 1.240 5.679 -6.677 -0.612
C 0.277 5.832 -7.869 -0.889
O -0.608 6.929 -7.774 -0.348
C -0.751 7.645 -9.025 -0.822
H -1.522 0.563 -3.755 0.195
H -1.284 1.732 -2.544 -0.206
H 0.119 1.005 -3.437 -0.556
H 0.269 3.767 -3.325 -0.303
H -1.447 3.939 -3.343 0.315
H -0.576 5.680 -4.726 0.558
H -1.176 4.501 -5.800 0.494
H 0.911 3.692 -6.310 0.329
H 2.260 5.493 -7.014 0.066
H 1.198 6.550 -6.023 0.507
H -0.171 4.884 -8.168 0.355
H 0.893 6.054 -8.741 0.584
H -0.987 6.928 -9.811 0.345
H 0.244 8.006 -9.286 0.332
H -1.482 8.453 -9.016 0.232
C 5.967 -7.963 1.268 -0.829
O 5.627 -6.747 1.979 -0.314
C 5.146 -5.763 1.093 0.322
C 3.702 -6.036 0.639 -0.533
N 3.668 -6.886 -0.514 0.091
C 3.628 -6.217 -1.786 -0.404
C 3.503 -7.283 -2.903 -0.758
O 4.733 -7.926 -3.372 -0.388
C 5.459 -8.643 -2.442 -0.561
H 6.703 -7.755 0.491 0.302
H 5.091 -8.477 0.874 0.285
H 6.487 -8.767 1.790 0.376
H 5.764 -5.632 0.205 0.353
H 5.199 -4.794 1.590 -0.425
H 3.137 -5.104 0.638 -0.274
H 3.253 -6.536 1.497 0.521
H 2.870 -7.501 -0.445 0.292
H 4.514 -5.598 -1.929 0.284
H 2.812 -5.494 -1.788 0.293
H 3.195 -6.654 -3.739 0.332
H 2.716 -8.024 -2.769 0.379
H 6.132 -9.320 -2.967 0.366
H 4.858 -9.325 -1.840 0.287
H 5.954 -8.047 -1.675 0.100
```

The relative energy (zero: lowest compared OMol25 entry of this formula, charge and spin) is 2.1 kcal/mol. The electronic energy comes out at -151060.08895 eV.